Here is C25H36ClF15InO10 as an isolated structure in a non-equilibrium geometry from OMol25. Energies are from ωB97M-V/def2-TZVPD.

The geometry in XYZ format:
```
88
Properties=species:S:1:pos:R:3:lowdin_charge:R:1
H 2.58 -6.93 3.96 0.085
H -0.34 2.00 -4.49 0.126
F -1.16 5.66 -7.49 0.172
F -4.30 0.86 6.15 0.155
F 0.69 0.31 -0.08 0.177
F -2.20 3.94 -8.28 0.155
O -2.92 3.25 5.42 0.035
C 2.57 -3.20 -1.29 -0.192
F 5.28 -2.77 1.88 0.191
F -2.46 -0.19 5.69 0.171
C -1.12 4.33 -7.59 -0.546
O -0.84 4.28 -5.18 0.177
C -2.30 4.52 5.76 -0.191
H -0.69 3.94 1.36 0.067
H -2.39 1.26 -3.26 0.072
F -1.25 -0.65 -0.26 0.153
C -1.10 4.81 4.88 -0.056
C -5.42 -1.89 -0.30 -0.057
O -3.55 -3.23 -1.13 0.039
H 1.89 3.91 -2.58 -0.110
H -3.37 1.57 -4.70 0.081
C 3.75 3.79 0.10 -0.310
C 0.68 -1.98 -0.63 -0.396
H -5.70 -1.16 0.47 0.084
F -1.65 -4.36 -2.94 0.162
O 4.87 -6.08 2.87 0.030
H -1.53 2.41 -0.20 0.064
O 5.28 -4.25 4.13 0.176
C -3.95 -2.19 -0.19 -0.187
C 0.00 3.81 0.51 -0.406
H 2.64 -3.53 -0.26 0.101
C 5.14 -4.80 3.08 -0.400
F 4.30 -4.42 0.89 0.151
O 0.25 -2.86 0.06 0.163
C 3.97 2.48 -0.18 -0.195
H -6.01 -2.79 -0.16 0.081
Cl 0.74 6.24 1.43 0.404
C -3.37 -2.84 -2.38 -0.408
C -0.01 -0.60 -0.76 -0.545
O -1.38 2.09 6.59 0.169
C -2.47 1.87 -4.16 -0.055
H -5.67 -1.47 -1.28 0.077
H 3.56 -2.91 -1.63 0.130
C 0.41 5.19 -0.02 -0.806
O -1.33 2.38 -6.28 0.030
H -1.37 4.78 3.83 0.071
F -3.46 0.96 4.16 0.168
H -3.08 5.26 5.61 0.122
H 1.01 -4.58 -1.84 0.069
C -1.09 3.68 -6.19 -0.408
C -2.92 -4.04 -3.23 -0.547
H 4.30 4.29 0.90 -0.003
O -3.49 -1.74 -2.82 0.169
H -1.04 3.63 -1.42 0.064
H -1.12 0.63 -5.29 0.123
H -0.70 5.80 5.11 0.086
H -3.33 -1.31 -0.36 0.105
C 5.29 -4.08 1.72 -0.544
C -2.34 2.17 5.89 -0.410
In 2.34 4.92 -1.19 0.399
F -0.09 -0.22 -2.04 0.167
F -2.99 -3.75 -4.53 0.173
C -3.15 0.92 5.46 -0.549
H -0.31 4.08 5.04 0.083
H -3.70 -2.60 0.79 0.130
C 3.36 -6.72 4.69 -0.060
C 1.99 -4.28 -2.19 -0.054
H 4.96 2.03 -0.26 0.021
H -2.58 2.91 -3.87 0.076
H 5.53 -6.66 4.76 0.125
O 1.78 -1.99 -1.35 0.046
H 3.22 -5.69 5.04 0.080
F -0.03 3.99 -8.29 0.162
F 6.45 -4.43 1.14 0.167
H 0.89 3.27 0.87 0.077
C -1.24 1.68 -5.02 -0.185
H 0.01 2.28 -1.05 0.033
H 3.12 1.85 -0.43 0.004
H 2.65 -5.15 -2.19 0.081
F -3.67 -5.12 -3.00 0.163
H -2.04 4.51 6.82 0.122
H 3.05 6.45 -1.68 -0.131
H 1.89 -3.91 -3.21 0.085
H -0.41 5.62 -0.60 0.021
C -0.69 2.99 -0.61 -0.133
H 4.87 -7.92 3.72 0.123
C 4.73 -6.89 4.06 -0.196
H 3.25 -7.39 5.53 0.082
```

As for the charge: -1. As for the lowest unoccupied orbital energy: 1.8356 eV.